No. 1
A structure of composition C7H6NO7Ti, computed with ωB97M-V/def2-TZVPD.

For the calculated total energy, the calculation gives -46275.622 eV. The multiplicity is 2. The strongest force on any atom comes out at 0.1596 Eh/bohr. The expectation value of S² is 0.76. For the energy above the lowest of the compared OMol25 structures with the same formula, charge and spin, the calculation gives 0.0 kcal per mole. As for the charge: +2. Its orbital gap (spin up / spin down) is 7.2012 / 8.4237 eV.

Last column: Mulliken spin population.
Element x y z (Å)
Ti1 -0.0789 -0.0551 -1.1498  1.004
O1 -3.9315 -2.9877 -4.0591  0.000
O2 1.1590 -0.8031 -4.2514  0.004
O3 2.4857 -1.9937 -0.6492  0.036
O4 1.3762 1.1713 -0.0881  0.002
O5 -2.4240 -1.6515 0.4125  0.060
O6 -0.7645 3.0269 -2.0522  0.037
O7 -0.0513 -0.0061 1.0542  -0.008
N1 0.4097 0.5449 3.3697  0.000
C1 -0.6104 1.9014 -1.7731  -0.010
C2 -1.6659 -1.0718 -0.2531  -0.058
C3 0.6942 -0.4507 -3.2498  0.000
C4 0.8954 0.8380 1.0431  -0.005
C5 1.2776 1.3378 2.4069  0.000
C6 -3.1662 -2.3609 -3.4937  -0.001
C7 1.5365 -1.3681 -0.9210  -0.006
H1 -1.0883 -0.7076 -2.2811  -0.056
H2 -0.5967 0.6569 3.1426  0.000
H3 0.6483 -0.4556 3.2767  0.000
H4 2.3406 1.2246 2.6482  0.000
H5 1.0124 2.3903 2.5255  0.000
H6 0.5424 0.8199 4.3423  0.000

***

No. 2
A structure of composition C45H48F3N9O4P2PdS3Se2, computed with ωB97M-V/def2-TZVPD.

For the calculated total energy, the calculation gives -262429.933 eV. The multiplicity is 5. The strongest force on any atom comes out at 0.0943 Eh/bohr. The expectation value of S² is 6.03. As for the charge: +2. Its orbital gap (spin up / spin down) is 4.3487 / 3.0144 eV.

Last column: Mulliken spin population.
Element x y z (Å)
Pd1 1.0358 -0.3009 -0.4842  0.992
Se1 1.0465 -1.7211 1.4218  0.326
Se2 -5.1259 1.4194 0.5123  0.979
S1 0.4149 1.4936 -5.4426  0.406
S2 7.6104 2.6722 2.8424  0.000
S3 1.9142 0.5854 -4.3543  0.560
P1 -1.0170 -1.2200 1.9277  0.031
P2 -4.6743 -0.6975 0.6318  -0.005
F1 3.1755 3.3062 -5.2904  0.004
F2 4.8167 2.3352 -4.1650  0.004
F3 4.4330 4.4118 -3.9341  0.001
O1 6.5015 -0.8268 -2.1102  0.000
O2 7.4875 -0.7387 -0.1136  0.000
O3 8.2310 3.7396 2.0971  0.000
O4 8.4012 1.5766 3.3910  0.000
N1 -1.7013 -0.0104 -1.7221  -0.018
N2 4.9801 0.2478 0.8219  -0.001
N3 3.0697 -0.1392 -0.1683  0.079
N4 6.4747 -0.7297 -0.8762  0.001
N5 -0.0864 -0.8172 -6.8414  0.024
N6 -1.8920 0.0690 -5.6265  0.061
N7 1.0574 1.5135 -2.1305  0.179
N8 -0.9689 -0.4233 -0.6171  0.096
N9 -2.9589 -0.2772 -1.4402  0.023
C1 -5.0727 -1.3688 2.2549  0.020
C2 0.0622 2.5649 4.2262  0.000
C3 7.9116 4.2530 5.0665  0.000
C4 -3.4370 1.8669 -4.9059  -0.004
C5 -6.3802 -1.6718 4.7717  0.006
C6 0.6945 2.5408 -1.3188  -0.047
C7 -0.6415 0.1209 -6.0466  0.106
C8 -0.8024 2.6701 3.1329  0.005
C9 2.0166 1.7113 -3.0101  0.114
C10 1.4454 3.6889 -1.1676  0.110
C11 -1.9156 -3.7872 2.2524  0.015
C12 -3.0510 -0.7982 -0.1690  0.003
C13 -1.5391 -2.5942 4.3062  0.030
C14 -0.4719 -2.2190 -6.8578  -0.004
C15 -1.5721 -5.0135 2.8397  -0.001
C16 -0.0022 0.1530 3.9998  0.016
C17 2.8199 2.8638 -3.0100  -0.014
C18 -6.8602 -3.2850 -2.4898  0.000
C19 -4.6224 -0.6354 3.4151  0.011
C20 -1.6206 -2.5644 2.9135  0.004
C21 2.5800 3.7992 -2.0046  -0.008
C22 3.7800 3.2550 -4.0637  -0.007
C23 -6.8404 -1.6573 -0.6898  -0.003
C24 4.0456 -0.7768 -0.8987  -0.004
C25 6.8785 3.4224 4.3256  0.000
C26 0.4086 1.3067 4.7166  0.006
C27 -4.8423 -2.9090 -1.2568  -0.003
C28 -0.8623 0.2760 2.8843  -0.021
C29 -5.2684 -0.7815 4.6158  0.006
C30 -5.5334 -3.5910 -2.2226  0.000
C31 -5.4704 -1.8735 -0.5205  -0.011
C32 3.6601 0.4687 0.8577  -0.019
C33 -7.5356 -2.3855 -1.6861  0.002
C34 6.2653 2.0607 1.7838  0.000
C35 2.9684 1.2536 1.9204  -0.010
C36 -1.1309 -5.0120 4.1359  0.002
C37 -1.2638 1.5503 2.4239  -0.021
C38 -2.4534 0.8016 -4.4566  -0.008
C39 -1.7463 -1.0140 0.2568  -0.038
C40 -0.9587 -2.6152 -8.2330  0.007
C41 -6.7885 -2.4048 3.6500  0.004
C42 -6.0896 -2.3105 2.4373  -0.005
C43 5.2595 -0.4774 -0.3594  -0.015
C44 5.9881 0.6038 1.8396  0.001
C45 -1.1202 -3.7718 4.8747  -0.005
H1 -7.5855 -3.1100 3.7549  0.000
H2 -3.8027 -3.1880 -1.0500  -0.002
H3 -1.7664 -1.7080 4.8825  0.002
H4 -3.8817 2.3331 -4.0292  0.001
H5 7.4986 4.6391 6.0128  0.000
H6 -3.7264 0.0187 3.3636  -0.012
H7 -1.5974 1.2360 -3.9524  0.001
H8 1.1624 4.4592 -0.4737  0.009
H9 0.5232 3.4613 4.6164  0.000
H10 -6.9457 -1.7062 5.7294  0.000
H11 5.3440 2.6701 1.9286  0.000
H12 -1.7939 -1.9872 -8.6033  -0.002
H13 0.4858 -0.8069 4.2659  0.004
H14 -1.8283 -5.8887 2.2877  0.000
H15 -4.8626 -0.2419 5.5055  0.000
H16 -0.9925 3.6774 2.6888  0.000
H17 -0.1458 -2.6058 -8.9733  0.000
H18 1.1049 1.1632 5.5791  0.000
H19 -4.9737 -4.3990 -2.7530  0.000
H20 -2.8958 2.5660 -5.5567  -0.001
H21 3.2027 4.6928 -1.8492  -0.002
H22 5.6392 0.3370 2.8435  0.000
H23 6.6513 2.2631 0.7634  0.000
H24 -2.9007 0.0415 -3.7826  0.009
H25 -2.3109 -3.7116 1.2439  -0.002
H26 -7.2882 -0.8530 -0.1480  0.003
H27 -2.5560 -0.4857 -6.1443  -0.004
H28 -6.4312 -2.9143 1.5805  -0.001
H29 0.8306 -0.5557 -7.1197  -0.003
H30 2.1720 1.8277 1.4224  0.005
H31 6.0651 4.0615 3.9409  0.000
H32 8.8404 3.7290 5.2723  0.000
H33 -7.3696 -3.7046 -3.3663  0.000
H34 -8.6105 -2.1697 -1.7915  0.000
H35 6.4852 2.5761 4.9583  0.000
H36 -1.1694 -2.4619 -6.0098  0.001
H37 -0.8872 -5.9533 4.6270  0.000
H38 -1.7979 1.6327 1.4832  0.005
H39 -1.3510 -3.6550 -8.1606  -0.001
H40 3.6053 1.8962 2.5145  -0.005
H41 8.1710 5.0906 4.4368  0.000
H42 -0.6112 -3.7255 5.8449  0.000
H43 -4.2604 1.4139 -5.4969  0.003
H44 0.4745 -2.7750 -6.6827  -0.001
H45 6.9070 0.0742 1.4678  0.000
H46 3.8189 -1.3481 -1.7835  0.017
H47 2.4699 0.5337 2.6161  0.009
H48 -0.2260 2.3783 -0.7671  0.004

***

No. 3
A cluster of 14 separate species, C16H60N8O14 in total, computed with ωB97M-V/def2-TZVPD.

For the calculated total energy, the calculation gives -58145.676 eV. The strongest force on any atom comes out at 0.1792 Eh/bohr. For the energy above the lowest of the compared OMol25 structures with the same formula, charge and spin, the calculation gives 242.8 kcal per mole. As for the charge: 0. Its orbital gap is 8.2496 eV.

Last column: Mulliken charge in e.
Element x y z (Å)
O1 1.0442 -5.5084 0.7307  -0.813
O2 -3.0946 0.6658 -4.6318  -0.574
O3 -2.0557 -2.1401 2.4636  -0.393
O4 0.4124 4.1062 -1.1431  -0.708
O5 1.1445 3.8141 3.0551  -0.542
O6 -1.7389 0.1900 -1.1034  -0.504
O7 -0.3666 -2.0704 -3.4340  -0.713
O8 -3.8522 -4.4790 -0.6841  -0.766
O9 1.8320 2.7838 0.5755  -0.373
O10 1.0629 -2.6177 2.4858  -0.509
O11 0.9870 -0.1340 3.5972  -0.556
O12 -0.1178 0.8606 -3.6681  -0.695
O13 -2.7384 2.5027 -2.7158  -0.787
O14 4.9539 -0.3364 3.3171  -0.720
N1 -2.3617 4.8991 -2.9631  -0.307
N2 -0.2218 -3.6101 0.2555  1.350
N3 -0.3705 -5.2611 -1.1540  -0.154
N4 -0.7907 3.5000 -3.4321  -0.353
N5 5.4756 1.9755 3.4789  -0.409
N6 -2.5979 -2.4110 -0.7038  0.108
N7 3.3879 1.3978 3.1057  0.106
N8 -2.2462 -3.8177 -2.3203  -0.322
C1 2.6821 1.7896 0.1455  -0.447
C2 1.1874 1.1078 -3.2076  -0.568
C3 2.4265 -2.8536 2.2952  -0.768
C4 -2.0433 3.6386 -3.0670  0.350
C5 0.6212 -2.0724 -2.4726  -0.962
C6 -0.2468 -0.1471 4.3654  -0.696
C7 4.6078 1.0103 3.2828  0.686
C8 -0.2083 4.0713 3.4146  -0.537
C9 -0.6416 0.3673 1.0286  -0.035
C10 -3.6571 -0.5718 -4.2153  -0.381
C11 -0.9374 1.0434 -0.2803  0.453
C12 0.1554 -4.7970 -0.0577  0.236
C13 2.7820 -1.8782 1.1813  -0.068
C14 -0.3134 5.0176 -0.3630  -0.626
C15 -2.9260 -3.5698 -1.2616  0.275
C16 -2.3781 -3.4821 2.6749  -0.731
H1 3.1321 2.3567 2.9933  0.235
H2 0.4158 5.3584 0.3495  0.378
H3 1.1453 3.1931 2.3071  0.297
H4 -3.1507 -2.2047 0.0794  0.138
H5 -2.0721 -1.6237 -1.1811  0.067
H6 -3.2486 5.1356 -2.5745  0.264
H7 2.8842 1.8327 -0.9176  0.423
H8 -3.4056 -3.6747 2.3294  0.272
H9 3.0586 -2.6427 3.1698  0.428
H10 -0.0113 1.5254 -0.7147  -0.352
H11 -2.8420 -1.3140 -4.1826  0.004
H12 -0.6165 3.1265 3.7276  0.154
H13 -1.1454 -2.0204 2.6125  0.042
H14 3.5579 1.8845 0.7570  0.236
H15 -0.4615 2.5036 -3.6025  0.381
H16 1.4974 -1.5742 -2.9732  0.653
H17 -1.5383 0.3923 1.6730  0.256
H18 -1.7321 5.7162 -3.2413  0.261
H19 -1.0567 0.2508 3.7817  0.217
H20 -0.8247 4.3137 2.6018  0.199
H21 -0.8861 5.8659 -0.8042  0.273
H22 -2.3365 -3.8457 3.7108  0.332
H23 -0.2522 4.1844 -3.9602  0.236
H24 0.8373 -2.9918 -2.0454  0.726
H25 -1.0779 4.3384 0.0994  0.106
H26 1.5559 3.2047 -0.2362  0.355
H27 1.9074 0.8752 -3.9923  0.296
H28 1.3225 2.1183 -2.9139  0.475
H29 -1.7351 -4.1627 2.1431  0.228
H30 -0.4911 -1.2071 4.5351  0.260
H31 -0.1050 -2.7890 -3.9906  0.260
H32 1.3394 0.4775 -2.3631  -0.063
H33 2.6357 0.7045 3.0336  -0.046
H34 0.7900 -3.3500 3.0923  0.215
H35 -4.3143 -0.8555 -5.0159  0.342
H36 2.1455 0.8687 0.3114  0.005
H37 -0.3074 -0.6771 0.9258  -0.369
H38 -0.4038 4.7499 4.2714  0.317
H39 -1.9867 0.7247 -1.8617  -0.045
H40 0.1138 0.9402 1.5560  0.080
H41 -2.8582 1.2164 -3.8563  0.342
H42 -4.1348 -0.3859 -3.2699  0.275
H43 3.6304 -2.1859 0.5900  0.594
H44 0.9049 -0.8118 2.9121  0.133
H45 2.0042 -1.7630 0.3815  -0.338
H46 2.6472 -3.8632 2.0297  0.493
H47 -0.1061 3.9138 -1.9473  0.442
H48 -1.6358 -3.1098 -2.7274  0.393
H49 -2.3938 -4.7525 -2.8310  0.389
H50 0.3721 -1.4777 -1.5618  -0.058
H51 6.3242 1.5775 3.7945  0.268
H52 0.1765 -3.1811 1.1355  -0.667
H53 -1.6110 1.8273 -0.0895  0.666
H54 -0.4404 -6.2667 -1.2715  0.294
H55 -1.0555 -3.1127 -0.1542  -0.114
H56 -0.2221 -0.0928 -3.6360  0.275
H57 3.1810 -0.9604 1.5534  -0.210
H58 -1.1057 -4.6417 -1.6323  0.131
H59 -0.1833 0.3969 5.2438  0.408
H60 5.3114 2.9813 3.2721  0.199

***

No. 4
The ion C3H7N2O with charge +1, computed with ωB97M-V/def2-TZVPD.

For the calculated total energy, the calculation gives -8239.346 eV. The strongest force on any atom comes out at 0.0852 Eh/bohr. Its SMILES is CCCO[N+]#N. For the energy above the lowest of the compared OMol25 structures with the same formula, charge and spin, the calculation gives 156.6 kcal per mole. As for the charge: +1. Its orbital gap is 8.3361 eV.

Last column: natural (NBO) charge in e.
Element x y z (Å)
O1 1.6393 -0.9704 0.0696  -0.096
N1 2.6601 0.2780 -0.1730  0.182
N2 3.6601 0.6741 -0.3427  0.298
C1 0.4217 -0.6283 0.3358  -0.111
C2 -0.3539 0.3708 -0.3825  -0.393
C3 -1.7516 0.2899 0.1446  -0.608
H1 -2.1474 -0.6582 -0.2107  0.219
H2 0.1538 1.3101 -0.2091  0.242
H3 -1.7557 0.2552 1.1633  0.221
H4 -2.4212 0.9875 -0.2837  0.258
H5 -0.0996 -1.4757 -0.0299  0.354
H6 -0.1705 0.1727 -1.4908  0.236
H7 0.1649 -0.6058 1.4091  0.199

***

- Look up the charge of the fourth one.
  +1